(1)
DFT (ωB97M-V/def2-TZVPD) results for one molecule with the formula C7H10.

Last column: natural (NBO) charge in e.
CARTESIAN COORDINATES (ANGSTROEM)
C 2.019 0.586 1.739  -0.28
C 1.832 0.241 0.600  0.03
C 1.431 -0.260 -0.719  -0.49
C 0.131 -1.008 -0.496  -0.21
C -1.179 -0.807 -1.191  -0.41
C -0.989 -0.352 0.252  -0.22
C -1.160 1.138 0.484  -0.61
H 2.165 0.890 2.750  0.24
H 1.311 0.563 -1.432  0.23
H 2.208 -0.922 -1.116  0.24
H 0.280 -2.040 -0.183  0.22
H -1.764 -1.675 -1.488  0.22
H -1.243 0.010 -1.911  0.21
H -1.317 -0.936 1.112  0.22
H -2.240 1.314 0.527  0.21
H -0.723 1.516 1.414  0.22
H -0.761 1.740 -0.341  0.20

Summary:
Frontier orbital gap = 10.92 eV
Structure (SMILES) = C#CC[C@@H]1C[C@@H]1C
E_HOMO = -9.79 eV


(2)
DFT (ωB97M-V/def2-TZVPD) results for a 2-piece molecular cluster, C7H10 overall at a distorted geometry.

Last column: natural (NBO) charge in e.
CARTESIAN COORDINATES (ANGSTROEM)
C -2.061 1.025 0.435  -0.69
C -1.512 -0.262 0.154  -0.05
C -0.814 -1.195 -0.235  0.02
C -0.127 -2.378 -0.587  -0.69
H -1.683 1.827 -0.315  0.23
H -1.970 1.500 1.440  0.24
H -3.196 0.884 0.267  0.23
H 0.897 -2.157 -0.983  0.23
H -0.768 -2.779 -1.426  0.24
H 0.020 -2.956 0.289  0.24
C 1.986 -0.282 1.473  -0.28
C 1.729 0.500 0.610  0.03
C 1.805 1.448 -0.515  -0.68
H 2.348 -0.863 2.255  0.23
H 1.031 2.170 -0.579  0.23
H 1.804 0.843 -1.517  0.23
H 2.753 1.836 -0.393  0.24

Summary:
Frontier orbital gap = 9.71 eV
Structure (SMILES) = CC#CC.C#CC
E_HOMO = -8.76 eV


(3)
DFT (ωB97M-V/def2-TZVPD) results for one molecule with the formula C7H10.

Last column: natural (NBO) charge in e.
CARTESIAN COORDINATES (ANGSTROEM)
C 0.735 -2.488 1.586  -0.37
C 0.921 -1.309 0.998  -0.22
C 0.015 -0.170 1.056  -0.21
C -0.334 0.565 -0.011  -0.01
C -1.525 1.487 0.109  -0.64
C 0.336 0.479 -1.298  -0.22
C 0.054 1.194 -2.379  -0.37
H -0.137 -2.704 2.184  0.19
H 1.364 -3.323 1.304  0.20
H 1.709 -1.355 0.249  0.20
H -0.436 0.115 2.000  0.21
H -1.241 2.537 0.075  0.22
H -2.231 1.292 -0.699  0.22
H -2.060 1.230 1.018  0.22
H 1.212 -0.153 -1.386  0.20
H -0.839 1.806 -2.471  0.19
H 0.784 1.236 -3.179  0.20

Summary:
Frontier orbital gap = 8.98 eV
Structure (SMILES) = C=C/C=C(/C)C=C
E_HOMO = -8.27 eV


Number 1: E -7418.25762 eV. Number 2: E -7416.53984 eV. Number 3: E -7419.20764 eV.